# C11H34N8O13Zn

A molecular structure, C11H34N8O13Zn (ωB97M-V/def2-TZVPD, OMol25).

Calculated values
Kohn-Sham gap (alpha / beta) ... 4.052 / 8.328 eV
2S+1 ... 2
Net charge ... -1
LUMO energy (alpha / beta) ... 1.96 / 1.89 eV
⟨S²⟩ ... 0.751

CARTESIAN COORDINATES (ANGSTROEM)
1 Zn -2.48 -0.19 -1.04
2 C -0.28 -0.09 0.26
3 O -1.22 -0.92 0.45
4 O 0.81 -0.09 0.84
5 O -0.65 0.84 -0.47
6 C -1.80 -2.80 -2.60
7 O -2.24 -1.82 -2.09
8 N -2.19 -3.33 -3.70
9 N -1.01 -3.70 -1.99
10 H -1.71 -4.17 -3.99
11 H -3.09 -3.05 -4.08
12 H -0.62 -4.54 -2.39
13 H -1.15 -3.63 -0.99
14 C -0.32 -3.71 2.28
15 O -0.23 -4.50 3.24
16 N 0.63 -3.26 1.53
17 N -1.46 -3.25 1.88
18 H 0.36 -2.57 0.84
19 H 1.59 -3.49 1.70
20 H -1.37 -2.44 1.29
21 H -2.25 -3.27 2.50
22 C -4.08 2.42 0.25
23 O -3.35 1.55 -0.12
24 N -5.32 2.46 0.28
25 N -3.66 3.51 0.72
26 H -5.87 1.82 -0.28
27 H -5.75 3.31 0.60
28 H -2.68 3.66 0.52
29 H -4.32 4.22 0.99
30 C 3.22 -1.90 -0.92
31 O 4.16 -2.47 -1.45
32 N 3.31 -1.15 0.11
33 N 2.00 -2.01 -1.38
34 H 2.63 -0.42 0.27
35 H 4.28 -1.08 0.37
36 H 1.79 -2.72 -2.07
37 H 1.28 -1.61 -0.80
38 C -0.02 -0.64 4.57
39 C 1.30 0.16 4.32
40 O 1.97 -0.30 3.21
41 O -0.95 -0.20 3.55
42 H -0.27 -0.52 5.62
43 H 0.18 -1.71 4.55
44 H 2.03 0.14 5.13
45 H 1.08 1.21 4.12
46 H 1.40 -0.29 2.44
47 H -0.63 -0.69 2.78
48 C 2.18 1.42 -4.26
49 C 1.72 1.29 -2.89
50 O 0.62 2.14 -2.63
51 O 3.45 0.77 -4.53
52 H 2.43 2.40 -4.69
53 H 1.39 1.23 -4.99
54 H 2.32 1.72 -2.08
55 H 1.66 0.26 -2.54
56 H 0.26 1.74 -1.83
57 H 3.32 -0.16 -4.71
58 C 0.42 4.13 0.00
59 C 1.41 3.51 0.98
60 O 1.98 2.40 0.33
61 O -0.88 3.51 0.10
62 H 0.69 4.17 -1.05
63 H 0.21 5.14 0.34
64 H 0.81 3.21 1.84
65 H 2.21 4.14 1.36
66 H 1.54 1.59 0.60
67 H -0.81 2.59 -0.17

Löwdin population analysis, charges in e, atoms 1 to 4:
1 Zn 0.67
2 C -0.91
3 O -0.13
4 O -0.05


# C11H35ClO18P3

6 unconnected molecules or ions with the total composition C11H35ClO18P3 (ωB97M-V/def2-TZVPD, OMol25).

Calculated values
Kohn-Sham gap ... 9.005 eV
Net charge ... -1
LUMO energy ... 2.34 eV
ΔE to the lowest compared entry with this formula, charge and spin ... 261.8 kJ/mol

CARTESIAN COORDINATES (ANGSTROEM)
1 Cl 1.64 3.25 -0.94
2 O 2.56 4.25 -1.53
3 O 2.37 2.01 -0.79
4 O 1.25 3.80 0.37
5 O 0.47 3.10 -1.74
6 C -2.32 0.09 -0.65
7 O -3.40 1.04 -0.91
8 P -3.96 1.71 0.44
9 O -3.55 1.10 1.71
10 O -3.55 3.32 0.34
11 C -2.14 3.68 0.50
12 O -5.57 1.61 0.16
13 C -6.56 1.89 1.10
14 H -1.40 0.47 -1.09
15 H -2.58 -0.86 -1.12
16 H -1.97 -0.18 0.34
17 H -1.65 2.72 0.66
18 H -1.84 4.35 1.31
19 H -1.74 4.08 -0.43
20 H -6.03 2.29 1.97
21 H -6.98 0.91 1.32
22 H -7.23 2.64 0.67
23 C 1.21 -1.29 0.37
24 O 0.00 -1.89 0.12
25 P -0.14 -3.54 0.01
26 O 0.32 -4.24 1.22
27 O -1.63 -3.92 -0.45
28 C -2.25 -3.45 -1.69
29 O 0.82 -3.85 -1.31
30 C 2.04 -4.52 -1.15
31 H 1.23 -0.81 1.35
32 H 1.34 -0.44 -0.30
33 H 2.08 -1.94 0.35
34 H -2.57 -4.32 -2.26
35 H -1.54 -2.90 -2.30
36 H -3.05 -2.75 -1.47
37 H 2.20 -5.12 -2.05
38 H 2.27 -5.09 -0.24
39 H 2.82 -3.77 -1.25
40 C 2.93 -2.27 4.29
41 O 4.15 -1.67 3.90
42 P 4.24 -0.03 3.66
43 O 4.21 0.66 4.92
44 O 2.92 0.26 2.69
45 C 1.91 1.11 3.06
46 O 5.44 0.09 2.71
47 C 5.54 -0.48 1.45
48 H 2.70 -1.85 5.26
49 H 3.15 -3.33 4.44
50 H 2.25 -2.24 3.44
51 H 1.43 1.39 2.12
52 H 2.36 1.96 3.57
53 H 0.96 0.66 3.35
54 H 4.90 -1.32 1.21
55 H 6.52 -0.95 1.44
56 H 5.51 0.36 0.75
57 C -2.66 2.21 -3.65
58 O -1.95 3.35 -3.32
59 H -2.89 2.25 -4.71
60 H -2.28 1.19 -3.60
61 H -3.66 2.17 -3.21
62 H -1.14 3.11 -2.86
63 C 0.25 -0.25 -3.38
64 O 0.48 0.28 -4.62
65 H -0.28 0.53 -2.84
66 H -0.26 -1.21 -3.27
67 H 1.21 -0.37 -2.88
68 H 1.13 0.98 -4.55

Löwdin population analysis, charges in e, atoms 1 to 4:
1 Cl 0.66
2 O -0.38
3 O -0.38
4 O -0.38


# C11H35O12

7 unconnected molecules or ions with the total composition C11H35O12 (ωB97M-V/def2-TZVPD, OMol25).

Calculated values
Kohn-Sham gap ... 9.762 eV
Net charge ... -1
LUMO energy ... 3.00 eV
ΔE to the lowest compared entry with this formula, charge and spin ... 0.0 kJ/mol

CARTESIAN COORDINATES (ANGSTROEM)
1 O 0.86 -0.33 0.69
2 H -0.01 -0.17 0.31
3 C -2.96 1.88 -0.16
4 O -2.53 2.55 -1.35
5 H -2.46 2.32 0.71
6 H -4.02 1.96 0.07
7 H -2.63 0.84 -0.11
8 H -1.66 2.18 -1.55
9 C -1.97 -1.07 3.18
10 C -1.05 -2.29 2.97
11 O -0.64 -2.45 1.61
12 O -1.24 0.14 3.13
13 H -2.45 -1.09 4.16
14 H -2.81 -0.98 2.49
15 H -1.56 -3.22 3.20
16 H -0.19 -2.13 3.63
17 H 0.06 -1.80 1.33
18 H -0.60 0.21 2.41
19 C 2.54 -0.68 -2.41
20 C 1.89 -2.01 -2.17
21 O 0.59 -1.78 -1.63
22 O 2.93 -0.11 -1.18
23 H 1.87 0.03 -2.93
24 H 3.33 -0.73 -3.17
25 H 2.55 -2.64 -1.56
26 H 1.70 -2.59 -3.08
27 H 0.70 -1.23 -0.83
28 H 2.29 -0.35 -0.47
29 C -3.05 -1.74 -4.24
30 C -2.37 -0.82 -3.21
31 O -2.26 -1.44 -1.94
32 O -2.29 -2.88 -4.55
33 H -3.38 -1.26 -5.17
34 H -4.03 -2.02 -3.83
35 H -2.99 0.05 -3.02
36 H -1.38 -0.47 -3.50
37 H -1.36 -1.79 -1.83
38 H -2.14 -3.39 -3.74
39 C 0.76 3.45 0.04
40 C -0.19 3.99 1.12
41 O -1.32 4.64 0.57
42 O 0.18 2.28 -0.49
43 H 1.76 3.36 0.48
44 H 0.75 4.19 -0.77
45 H 0.43 4.59 1.78
46 H -0.55 3.15 1.73
47 H -1.70 4.05 -0.10
48 H 0.51 1.47 -0.08
49 C 3.47 0.30 2.93
50 C 3.70 -1.04 2.24
51 O 2.49 -1.80 2.22
52 O 2.74 1.11 2.00
53 H 4.39 0.80 3.23
54 H 2.74 0.15 3.73
55 H 4.46 -1.65 2.74
56 H 4.14 -0.93 1.25
57 H 1.92 -1.37 1.55
58 H 2.07 0.56 1.55

Löwdin population analysis, charges in e, atoms 1 to 4:
1 O -0.37
2 H 0.01
3 C -0.14
4 O -0.14


# C11H38N2O13

8 unconnected molecules or ions with the total composition C11H38N2O13 (ωB97M-V/def2-TZVPD, OMol25).

Calculated values
Kohn-Sham gap ... 9.403 eV
SMILES ... NC(N)=O.OCCO.OCCO.OCCO.OCCO.OCCO.O.O
LUMO energy ... -0.04 eV
ΔE to the lowest compared entry with this formula, charge and spin ... 372.3 kJ/mol

CARTESIAN COORDINATES (ANGSTROEM)
1 N 8.20 -0.50 -1.66
2 C 7.98 -0.84 -0.49
3 N 6.79 -1.26 -0.20
4 O 8.73 -0.67 0.42
5 H 7.79 -0.82 -2.52
6 H 9.13 -0.10 -1.68
7 H 6.53 -1.51 0.74
8 H 6.20 -1.31 -1.02
9 O 4.04 4.74 -7.72
10 C 3.04 4.00 -6.99
11 C 1.92 5.04 -6.61
12 O 1.16 5.43 -7.81
13 H 3.68 5.41 -8.31
14 H 2.88 3.17 -7.69
15 H 3.27 3.58 -6.01
16 H 2.28 5.94 -6.11
17 H 1.21 4.48 -6.00
18 H 0.57 6.14 -7.54
19 O -3.49 2.07 -5.22
20 C -4.69 2.82 -4.86
21 C -5.78 1.86 -4.36
22 O -5.73 1.85 -2.89
23 H -3.50 1.79 -6.14
24 H -4.61 3.48 -3.99
25 H -4.99 3.49 -5.66
26 H -5.51 0.85 -4.66
27 H -6.77 2.01 -4.79
28 H -5.33 1.03 -2.60
29 O 3.92 1.58 4.72
30 C 4.29 0.58 5.76
31 C 3.10 0.45 6.71
32 O 3.48 -0.56 7.66
33 H 4.50 2.30 4.96
34 H 4.41 -0.37 5.25
35 H 5.10 0.92 6.40
36 H 2.19 0.09 6.22
37 H 2.78 1.35 7.24
38 H 2.74 -0.54 8.27
39 O -0.99 -0.73 -1.92
40 C -0.82 -0.08 -0.64
41 C -0.24 -1.24 0.31
42 O -1.34 -2.07 0.80
43 H -1.34 -0.02 -2.46
44 H -0.08 0.71 -0.67
45 H -1.72 0.37 -0.22
46 H 0.09 -0.68 1.19
47 H 0.62 -1.83 -0.01
48 H -1.74 -2.24 -0.05
49 O -6.13 -5.39 5.60
50 C -6.09 -3.96 5.94
51 C -6.20 -3.61 7.46
52 O -5.19 -4.27 8.22
53 H -6.98 -5.80 5.75
54 H -5.09 -3.61 5.70
55 H -6.89 -3.40 5.45
56 H -7.15 -3.94 7.89
57 H -6.26 -2.54 7.66
58 H -5.33 -5.21 8.13
59 O -0.69 -4.47 5.58
60 H -1.28 -3.85 6.02
61 H -0.74 -4.23 4.66
62 O 0.35 -2.17 -7.12
63 H -0.01 -1.52 -7.72
64 H -0.27 -2.19 -6.39

Löwdin population analysis, charges in e, atoms 1 to 4:
1 N 0.19
2 C -0.90
3 N 0.17
4 O 0.04


Max |F| / Eh/bohr: 0.200, 0.098, 0.041, 0.188